10
Properties=species:S:1:pos:R:3:lowdin_charge:R:1 method="wB97M-V/def2-TZVPD" fmax_ev_per_a=7.04 homo_ev="-9.758 / -9.758" orbital_gap_ev="10.254 / 10.254" e_lumo_ev="0.5 / 0.5" relative_energy_kcal_mol=110.49 energy_ev=-10436.747 molar_mass_g_mol=93.06
F -0.061 1.866 -0.397 0.00
O -2.479 0.045 0.739 0.11
O -1.493 -1.183 -0.651 0.06
N -1.586 -0.313 0.131 -0.37
C 1.148 -0.281 -0.250 -0.08
C 0.161 0.689 0.315 -0.16
H 2.197 0.094 -0.381 0.10
H 0.947 -0.480 -1.340 0.10
H 0.903 -1.168 0.411 0.11
H 0.262 0.731 1.425 0.14